Record 1
# C51H69BIrN12STe

A molecular structure, C51H69BIrN12STe (wB97M-V/def2-TZVPD, the OMol25 dataset).

Multiplicity: 6
LUMO level (spin up / spin down): -5.55 / -7.18 eV
Total charge: +2
E_HOMO (spin up / spin down): -12.050 / -12.835 eV
F_max: 0.017 Eh/bohr
Orbital gap (spin up / spin down): 6.5 / 5.7 eV

CARTESIAN COORDINATES (ANGSTROEM)
Ir  0.42  -0.12  -0.43
C  1.67  4.44  -0.96
C  2.04  3.28  -1.91
C  3.21  2.45  -1.39
C  0.80  2.55  -2.41
C  0.05  3.11  -3.45
C  -1.01  2.27  -3.70
C  -2.10  2.65  -4.69
C  -2.90  1.58  -5.42
C  -3.06  3.62  -3.99
N  -0.88  1.22  -2.85
N  0.21  1.40  -2.04
B  -1.57  -0.18  -2.87
N  -2.44  -0.39  -1.59
N  -1.95  -0.02  -0.36
C  -3.01  -0.01  0.48
C  -4.14  -0.43  -0.22
C  -3.76  -0.67  -1.51
C  -4.74  -1.16  -2.56
C  -5.67  -0.01  -3.00
C  -4.20  -1.95  -3.75
C  -3.18  0.45  1.91
C  -2.03  1.15  2.60
C  -3.73  -0.68  2.79
N  -0.50  -1.33  -2.93
N  -0.21  -1.96  -1.74
C  0.38  -3.12  -2.07
C  0.54  -3.20  -3.44
C  -0.03  -2.05  -3.97
C  -0.12  -1.77  -5.45
C  0.37  -0.38  -5.86
C  -1.50  -2.09  -6.03
C  0.62  -4.30  -1.15
C  -0.32  -4.33  0.04
C  2.09  -4.53  -0.78
H  2.55  5.06  -0.79
H  1.30  4.10  0.00
H  0.90  5.07  -1.41
H  2.40  3.77  -2.82
H  2.94  1.77  -0.59
H  3.98  3.12  -1.02
H  3.66  1.86  -2.20
H  0.27  4.03  -3.96
H  -1.56  3.20  -5.46
H  -3.55  1.02  -4.75
H  -2.27  0.87  -5.96
H  -3.54  2.08  -6.15
H  -3.58  3.12  -3.17
H  -3.80  3.99  -4.69
H  -2.52  4.48  -3.57
H  -2.26  -0.25  -3.82
H  -5.14  -0.52  0.17
H  -5.36  -1.85  -1.98
H  -5.10  0.81  -3.44
H  -6.23  0.38  -2.16
H  -6.37  -0.37  -3.75
H  -3.92  -1.29  -4.57
H  -4.98  -2.61  -4.12
H  -3.34  -2.56  -3.48
H  -3.98  1.19  1.83
H  -1.14  0.51  2.63
H  -2.32  1.39  3.63
H  -1.76  2.08  2.10
H  -3.00  -1.48  2.93
H  -4.63  -1.13  2.36
H  -3.99  -0.30  3.78
H  0.95  -4.02  -4.01
H  0.57  -2.49  -5.88
H  -0.10  0.42  -5.28
H  0.15  -0.20  -6.91
H  1.46  -0.29  -5.74
H  -2.25  -1.38  -5.68
H  -1.82  -3.09  -5.74
H  -1.47  -2.04  -7.12
H  0.34  -5.15  -1.77
H  -0.08  -3.57  0.79
H  -0.25  -5.29  0.56
H  -1.35  -4.16  -0.25
H  2.46  -3.81  -0.05
H  2.74  -4.44  -1.66
H  2.23  -5.53  -0.36
S  0.83  1.76  0.88
C  1.23  1.58  2.58
N  0.86  2.63  3.32
N  1.01  2.57  4.62
C  1.10  1.44  5.48
C  0.21  0.38  5.33
C  0.31  -0.70  6.20
C  1.27  -0.70  7.20
C  2.13  0.38  7.36
C  2.04  1.46  6.49
N  1.82  0.51  3.08
N  2.54  -0.36  2.47
C  3.87  -0.08  2.03
C  4.31  1.23  1.85
C  5.60  1.45  1.40
C  6.46  0.38  1.17
C  6.03  -0.92  1.38
C  4.74  -1.15  1.82
H  1.04  3.50  5.03
H  -0.56  0.43  4.57
H  -0.39  -1.52  6.10
H  1.33  -1.54  7.88
H  2.86  0.38  8.15
H  2.71  2.31  6.60
H  3.65  2.07  2.02
H  5.94  2.47  1.24
H  7.47  0.57  0.83
H  6.70  -1.75  1.23
H  4.42  -2.16  2.03
C  2.22  -3.33  3.05
Te  1.50  -1.89  1.51
C  -0.21  -1.93  2.76
C  -0.25  -3.30  3.38
C  -1.44  -3.90  3.77
C  -1.42  -5.16  4.35
C  -0.22  -5.83  4.52
C  0.97  -5.25  4.11
C  0.96  -3.99  3.54
H  2.71  -2.69  3.78
H  2.94  -4.02  2.61
H  -1.08  -1.67  2.16
H  -0.03  -1.14  3.50
H  -2.38  -3.39  3.61
H  -2.35  -5.62  4.65
H  -0.21  -6.82  4.97
H  1.90  -5.79  4.22
N  3.56  -0.83  -3.51
C  4.33  -1.39  -2.51
C  3.58  -1.29  -1.39
N  2.37  -0.67  -1.68
C  2.40  -0.41  -2.97
H  3.82  -0.74  -4.47
H  5.31  -1.80  -2.69
H  3.85  -1.60  -0.39
H  1.62  0.08  -3.53

---

Record 2
# C2Cl3N3S

C2Cl3N3S in the gas phase at a distorted geometry (wB97M-V/def2-TZVPD, the OMol25 dataset).

ΔE to the lowest compared entry with this formula, charge and spin: 11.9 kcal/mol
Multiplicity: 1
LUMO level: -1.51 eV
Total charge: 0
E_HOMO: -9.869 eV
F_max: 0.091 Eh/bohr
Orbital gap: 8.4 eV
Structure (SMILES): S=C(Cl)/C(Cl)=N/N=N\Cl

CARTESIAN COORDINATES (ANGSTROEM)
C  0.31  0.55  -0.15
C  0.44  0.64  -1.86
N  0.50  -0.49  0.51
N  0.43  -0.74  1.77
N  -0.35  -1.24  2.47
S  0.08  -0.67  -2.66
Cl  -0.48  1.86  0.74
Cl  0.92  2.04  -2.51
Cl  -1.86  -1.96  1.69

---

Record 3
# C4H3NO2

C4H3NO2 in the gas phase at a distorted geometry (wB97M-V/def2-TZVPD, the OMol25 dataset).

ΔE to the lowest compared entry with this formula, charge and spin: 61.7 kcal/mol
Multiplicity: 1
LUMO level (spin up / spin down): -0.91 / -0.91 eV
Total charge: 0
E_HOMO (spin up / spin down): -9.423 / -9.425 eV
F_max: 0.033 Eh/bohr
Orbital gap (spin up / spin down): 8.5 / 8.5 eV

CARTESIAN COORDINATES (ANGSTROEM)
N  0.07  -1.35  1.64
C  -0.34  -0.93  0.46
C  -0.43  0.50  0.65
C  0.04  1.22  -0.39
C  0.28  0.48  -1.56
O  0.53  0.38  -2.68
O  -0.26  -1.43  -0.71
H  0.70  -2.10  1.41
H  -0.76  0.94  1.58
H  0.17  2.29  -0.41

---

Record 4
# C2H11N2O

2 unconnected molecules or ions with the total composition C2H11N2O at a distorted geometry (wB97M-V/def2-TZVPD, the OMol25 dataset).

ΔE to the lowest compared entry with this formula, charge and spin: 31.1 kcal/mol
Multiplicity: 1
LUMO level: -3.34 eV
Total charge: +1
E_HOMO: -14.200 eV
F_max: 0.045 Eh/bohr
Orbital gap: 10.9 eV

CARTESIAN COORDINATES (ANGSTROEM)
C  2.21  -0.64  -0.28
N  1.79  0.35  -1.27
H  3.19  -0.97  -0.51
H  2.46  -0.21  0.71
H  1.50  -1.45  -0.07
H  1.72  -0.03  -2.21
H  2.53  1.04  -1.31
H  0.11  0.96  -0.57
N  -0.82  0.90  -0.05
C  -1.08  -0.29  0.88
O  -2.44  -0.51  0.85
H  -1.55  0.88  -0.79
H  -1.03  1.86  0.26
H  -0.63  -1.21  0.51
H  -0.86  0.05  1.90
H  -3.04  0.08  1.32

---

Record 5
# C24H34AsNO8P2PdSi

A molecular structure, C24H34AsNO8P2PdSi at a distorted geometry (wB97M-V/def2-TZVPD, the OMol25 dataset).

ΔE to the lowest compared entry with this formula, charge and spin: 80.0 kcal/mol
Multiplicity: 1
LUMO level (spin up / spin down): 4.37 / 4.37 eV
Total charge: -2
E_HOMO (spin up / spin down): -1.420 / -1.421 eV
F_max: 0.022 Eh/bohr
Orbital gap (spin up / spin down): 5.8 / 5.8 eV

CARTESIAN COORDINATES (ANGSTROEM)
Pd  -0.51  -0.17  0.54
O  -2.02  3.76  -0.02
P  -1.59  2.32  0.58
O  -2.22  2.11  1.90
O  -0.08  2.12  0.38
O  -2.36  1.34  -0.56
P  -1.69  1.32  -2.07
O  -2.93  0.63  -2.88
O  -1.59  2.74  -2.55
O  -0.57  0.35  -2.08
H  -1.78  3.73  -0.98
H  -3.53  1.35  -3.13
C  2.78  -3.38  1.20
As  1.03  -3.47  0.37
C  -0.26  -3.87  1.74
C  1.22  -5.17  -0.56
O  0.89  -2.17  -0.63
H  2.86  -4.00  2.10
H  2.95  -2.34  1.44
H  3.50  -3.70  0.46
H  0.16  -4.63  2.41
H  -1.16  -4.22  1.25
H  -0.49  -2.95  2.29
H  1.72  -5.89  0.09
H  1.81  -4.98  -1.45
H  0.23  -5.53  -0.85
C  -1.05  -3.60  -2.88
N  -1.62  -3.63  -1.54
C  -2.55  -4.73  -1.41
C  -2.27  -2.32  -1.32
C  -2.83  -2.08  0.06
C  -4.13  -2.54  0.33
C  -4.74  -2.31  1.56
C  -4.06  -1.57  2.52
C  -2.78  -1.10  2.25
C  -2.13  -1.35  1.04
H  -0.61  -4.57  -3.13
H  -0.29  -2.83  -2.92
H  -1.82  -3.38  -3.64
H  -2.03  -5.67  -1.61
H  -3.40  -4.65  -2.11
H  -2.95  -4.77  -0.40
H  -3.08  -2.20  -2.07
H  -1.52  -1.57  -1.54
H  -4.68  -3.06  -0.44
H  -5.74  -2.68  1.75
H  -4.53  -1.34  3.47
H  -2.29  -0.48  2.98
C  0.28  -3.30  5.84
C  1.43  -3.18  5.07
C  1.55  -2.14  4.15
C  0.54  -1.19  3.96
C  -0.59  -1.32  4.77
C  -0.72  -2.35  5.69
Si  0.54  0.20  2.60
C  2.28  0.97  2.73
C  3.50  0.31  2.61
C  4.72  0.94  2.87
C  4.74  2.28  3.24
C  3.54  2.98  3.29
C  2.34  2.33  3.03
H  0.18  -4.11  6.55
H  2.24  -3.89  5.19
H  2.48  -2.06  3.59
H  -1.38  -0.58  4.69
H  -1.62  -2.42  6.30
H  -0.18  1.19  3.42
H  3.53  -0.73  2.30
H  5.65  0.38  2.80
H  5.68  2.77  3.48
H  3.55  4.04  3.54
H  1.41  2.90  3.06

---

Record 6
# C7H7OPS3

C7H7OPS3 in the gas phase at a distorted geometry (wB97M-V/def2-TZVPD, the OMol25 dataset).

ΔE to the lowest compared entry with this formula, charge and spin: 32.5 kcal/mol
Multiplicity: 1
LUMO level (spin up / spin down): -2.26 / -1.97 eV
Total charge: 0
E_HOMO (spin up / spin down): -7.887 / -8.464 eV
F_max: 0.081 Eh/bohr
Orbital gap (spin up / spin down): 5.6 / 6.5 eV

CARTESIAN COORDINATES (ANGSTROEM)
C  -0.42  -1.37  2.22
C  -0.58  -2.57  1.49
C  0.28  -0.34  1.88
C  0.03  -2.61  0.23
C  0.99  -0.33  0.60
C  0.79  -1.50  -0.26
C  -0.86  3.17  -1.04
O  1.53  0.69  0.10
P  0.52  0.57  -2.60
S  1.95  1.77  -3.12
S  1.34  -1.45  -1.88
S  -1.05  1.39  -1.45
H  -0.94  -1.32  3.12
H  -1.19  -3.46  1.76
H  0.37  0.57  2.44
H  -0.17  -3.40  -0.44
H  -0.11  3.09  -0.37
H  -1.81  3.46  -0.71
H  -0.67  3.65  -1.98

---

Record 7
# C2H6OSSi

A molecular structure, C2H6OSSi at a distorted geometry (wB97M-V/def2-TZVPD, the OMol25 dataset).

ΔE to the lowest compared entry with this formula, charge and spin: 81.8 kcal/mol
Multiplicity: 1
LUMO level: 0.26 eV
Total charge: 0
E_HOMO: -8.935 eV
F_max: 0.101 Eh/bohr
Orbital gap: 9.2 eV

CARTESIAN COORDINATES (ANGSTROEM)
C  1.04  0.38  2.07
C  0.06  0.05  1.28
O  -1.77  0.82  -1.86
Si  0.25  -0.85  -0.96
S  -1.87  -0.83  -1.72
H  0.88  0.92  3.00
H  2.05  0.06  1.69
H  -0.98  0.40  1.47
H  -1.50  1.03  -2.67
H  0.69  -2.21  -0.69
H  1.16  0.22  -1.61

---

Record 8
# C2H4ClP

C2H4ClP in the gas phase at a distorted geometry (wB97M-V/def2-TZVPD, the OMol25 dataset).

ΔE to the lowest compared entry with this formula, charge and spin: 19.5 kcal/mol
Multiplicity: 1
LUMO level: -0.87 eV
Total charge: 0
E_HOMO: -10.191 eV
F_max: 0.101 Eh/bohr
Orbital gap: 9.3 eV
Structure (SMILES): ClP1CC1

CARTESIAN COORDINATES (ANGSTROEM)
C  0.37  -0.60  0.49
C  -0.86  0.01  -0.09
P  0.43  -0.23  -1.29
Cl  1.59  1.99  -1.03
H  1.00  -0.02  0.99
H  0.23  -1.59  0.81
H  -1.65  -0.57  -0.18
H  -1.12  1.01  0.30

---

Record 9
# C8H9O2

A gas-phase ion, C8H9O2 (charge -1) at a distorted geometry (wB97M-V/def2-TZVPD, the OMol25 dataset).

ΔE to the lowest compared entry with this formula, charge and spin: 80.2 kcal/mol
Multiplicity: 1
LUMO level: 3.71 eV
Total charge: -1
E_HOMO: -1.677 eV
F_max: 0.055 Eh/bohr
Orbital gap: 5.4 eV

CARTESIAN COORDINATES (ANGSTROEM)
C  -1.63  0.05  -0.78
C  -2.34  0.97  -0.14
C  -1.53  -1.21  -0.04
C  -0.22  0.43  -1.21
C  0.17  1.11  1.11
C  -0.06  -1.31  0.40
C  0.54  0.07  0.08
C  2.06  -0.04  -0.17
O  -3.23  1.63  0.29
O  -2.41  -2.01  0.26
H  0.10  -0.18  -2.06
H  -0.15  1.48  -1.47
H  0.66  2.07  0.93
H  0.28  0.79  2.14
H  -0.01  -1.56  1.46
H  0.45  -2.09  -0.16
H  2.53  -0.56  0.67
H  2.50  0.95  -0.24
H  2.27  -0.60  -1.08

---

Record 10
# C3H6INOS

2 unconnected molecules or ions with the total composition C3H6INOS at a distorted geometry (wB97M-V/def2-TZVPD, the OMol25 dataset).

ΔE to the lowest compared entry with this formula, charge and spin: 91.1 kcal/mol
Multiplicity: 1
LUMO level (spin up / spin down): -1.54 / -3.39 eV
Total charge: 0
E_HOMO (spin up / spin down): -9.818 / -8.727 eV
F_max: 0.072 Eh/bohr
Orbital gap (spin up / spin down): 8.3 / 5.3 eV

CARTESIAN COORDINATES (ANGSTROEM)
C  0.09  0.36  0.06
C  -0.19  -0.29  -1.34
C  0.40  -0.61  1.14
N  0.18  -1.65  -1.21
O  1.16  -3.34  0.47
S  1.18  -1.98  -0.02
I  4.38  0.38  0.03
H  0.91  0.98  -0.24
H  -0.60  1.06  0.26
H  -1.30  -0.04  -1.62
H  0.36  0.04  -2.25
H  1.21  -0.31  1.79
H  -0.50  -1.08  1.53

---

Record 11
# H5N2P3

2 unconnected molecules or ions with the total composition H5N2P3 at a distorted geometry (wB97M-V/def2-TZVPD, the OMol25 dataset).

ΔE to the lowest compared entry with this formula, charge and spin: 46.1 kcal/mol
Multiplicity: 1
LUMO level (spin up / spin down): -0.77 / -0.98 eV
Total charge: 0
E_HOMO (spin up / spin down): -7.754 / -7.814 eV
F_max: 0.075 Eh/bohr
Orbital gap (spin up / spin down): 7.0 / 6.8 eV

CARTESIAN COORDINATES (ANGSTROEM)
N  -2.50  0.00  -0.55
N  1.76  0.29  -0.35
P  -1.66  0.34  0.76
P  0.87  -1.06  0.01
P  1.73  1.90  0.13
H  2.43  0.22  -1.01
H  -1.95  -0.65  1.66
H  1.36  -1.82  -1.24
H  -2.89  -0.86  -0.69
H  0.84  1.65  1.29

---

Record 12
# C26H33N3O6

C26H33N3O6 in the gas phase (wB97M-V/def2-TZVPD, the OMol25 dataset).

ΔE to the lowest compared entry with this formula, charge and spin: 15.2 kcal/mol
Multiplicity: 1
LUMO level: 0.00 eV
Total charge: 0
E_HOMO: -8.334 eV
F_max: 0.016 Eh/bohr
Orbital gap: 8.3 eV
Structure (SMILES): CCCOc1ccc([C@H]2/C(=C(\O)c3c(C)[nH]c(C(=O)OC)c3C)C(=O)C(=O)N2CCN(C)C)cc1

CARTESIAN COORDINATES (ANGSTROEM)
C  -2.15  -5.70  0.39
C  -2.14  -4.73  -0.78
C  -3.39  -3.84  -0.78
O  -3.48  -3.02  0.36
C  -2.70  -1.91  0.47
C  -2.80  -1.22  1.68
C  -2.08  -0.07  1.89
C  -1.24  0.44  0.91
C  -1.15  -0.25  -0.30
C  -1.86  -1.41  -0.52
H  -1.76  -1.90  -1.48
H  -0.51  0.14  -1.08
C  -0.48  1.73  1.10
N  -0.95  2.75  0.19
C  -0.04  3.13  -0.74
O  -0.24  3.92  -1.64
C  1.26  2.40  -0.42
O  2.31  2.54  -1.02
C  0.97  1.58  0.74
C  1.85  0.87  1.49
C  3.24  0.65  1.13
C  4.33  0.90  1.96
N  5.44  0.53  1.30
C  5.12  0.03  0.06
C  3.74  0.09  -0.08
C  2.93  -0.37  -1.23
H  3.43  -1.19  -1.75
H  1.94  -0.68  -0.91
H  2.82  0.46  -1.93
C  6.20  -0.43  -0.78
O  7.37  -0.41  -0.42
O  5.81  -0.90  -1.98
C  6.85  -1.33  -2.84
H  6.36  -1.65  -3.76
H  7.40  -2.16  -2.38
H  7.54  -0.52  -3.04
H  6.40  0.62  1.61
C  4.38  1.51  3.32
H  4.63  0.76  4.08
H  3.43  1.96  3.57
H  5.15  2.28  3.35
O  1.42  0.35  2.66
H  2.13  -0.15  3.08
C  -2.31  3.21  0.20
H  -2.74  2.97  1.17
H  -2.32  4.29  0.07
C  -3.15  2.57  -0.92
N  -4.57  2.77  -0.68
C  -5.11  1.75  0.20
H  -6.14  2.00  0.44
H  -4.54  1.72  1.12
H  -5.09  0.75  -0.26
C  -5.34  2.87  -1.90
H  -6.37  3.09  -1.65
H  -5.31  1.94  -2.50
H  -4.95  3.69  -2.50
H  -2.90  1.50  -1.00
H  -2.87  3.05  -1.86
H  -0.60  2.07  2.14
H  -2.16  0.44  2.84
H  -3.45  -1.62  2.44
H  -3.44  -3.24  -1.70
H  -4.29  -4.47  -0.73
H  -2.11  -5.27  -1.72
H  -1.25  -4.10  -0.72
H  -1.24  -6.28  0.41
H  -3.00  -6.38  0.31
H  -2.24  -5.15  1.33